[1]
C31H32N6O2SSr | wB97M-V/def2-TZVPD

The HOMO energy comes out at -7.01 eV. For the total energy, the calculation gives -2108.56747 hartree. As for the charge: 0. The energy relative to the best compared isomer or geometry (same formula, charge and spin) is 15.16 kcal per mole.

Cartesian coordinates (Å):
1 Sr -0.02393 0.42247 0.08971
2 S -2.69768 -2.60214 3.25425
3 O 0.66952 -1.70511 0.01069
4 O -2.14456 0.11476 -0.69342
5 N 0.29426 0.55977 5.04287
6 N -1.35086 -0.81298 2.06401
7 N 0.79111 1.58407 -2.21852
8 N -1.08839 2.67526 -0.06757
9 N 2.56784 0.43022 0.12038
10 N 0.54893 1.07472 2.88758
11 C 3.44665 -3.86853 2.17019
12 C 3.74659 -2.59655 1.74070
13 C -2.31898 3.00528 -0.16295
14 C -0.08472 3.69715 0.03396
15 C -3.27442 0.70561 -0.63871
16 C 1.28078 -3.68118 1.12622
17 C -3.42276 2.11074 -0.36325
18 C -1.74874 -1.53973 4.20603
19 C 2.19464 -4.40142 1.85089
20 C -0.05803 0.73775 -3.05869
21 C 3.20612 1.67377 -0.22478
22 C -4.48207 -0.01533 -0.87296
23 C 3.03531 3.47181 4.22955
24 C 0.41137 2.98246 -2.43897
25 C 1.98101 2.18578 5.99635
26 C 3.28955 1.90327 -1.73928
27 C 1.39269 1.86212 3.63839
28 C -5.84559 1.94325 -0.53325
29 C 3.27417 -0.50401 0.63175
30 C 2.83063 -1.81448 1.01632
31 C -1.05901 -0.68460 3.38625
32 C 2.17791 1.27277 -2.56393
33 C 2.87593 3.15188 5.58293
34 C -2.21747 -1.74050 1.85172
35 C 1.24754 1.55053 5.00414
36 C 0.62364 3.98705 -1.30865
37 C -4.70545 2.68195 -0.32619
38 C 2.30480 2.83952 3.24662
39 C -0.08011 0.31663 3.75039
40 C -5.71460 0.58070 -0.81233
41 C 1.54297 -2.35555 0.67578
42 H 0.65487 3.35394 0.76349
43 H 0.31860 -4.10500 0.86572
44 H 4.21719 1.45879 -2.11292
45 H 1.86136 1.93715 7.04180
46 H 1.94397 -5.40602 2.17258
47 H 0.17658 -0.31275 -2.88195
48 H 3.47104 3.67276 6.32029
49 H -2.57406 -1.98025 0.86176
50 H 0.92347 3.37152 -3.33616
51 H -0.04147 0.07963 5.85736
52 H 2.27879 0.18857 -2.47877
53 H -4.78553 3.74470 -0.12411
54 H -2.60444 4.06719 -0.09035
55 H 3.36861 2.97486 -1.93785
56 H -6.82176 2.40636 -0.49310
57 H 4.71735 -2.16869 1.96881
58 H -4.38669 -1.06811 -1.11040
59 H -1.10423 0.89515 -2.80577
60 H 2.43926 3.08618 2.20489
61 H -6.60142 -0.01515 -0.99368
62 H -1.70468 -1.63977 5.27634
63 H 2.35908 1.53242 -3.62388
64 H 4.34225 -0.31978 0.83332
65 H 1.68572 4.15396 -1.12287
66 H 2.60659 2.47711 0.21632
67 H -0.50243 4.63497 0.43450
68 H 0.23927 4.93299 -1.70168
69 H 0.09821 0.95006 -4.12835
70 H 4.21508 1.75419 0.21110
71 H 3.75163 4.23337 3.95267
72 H 4.16546 -4.44847 2.73293
73 H -0.65576 2.98589 -2.66786

These are the Mulliken partial charges, in e, on atoms 1 to 4:
1 Sr 2.20
2 S -0.19
3 O -0.90
4 O -0.40

---

[2]
C31H32N6O5S5Ti | wB97M-V/def2-TZVPD

The HOMO energy (spin up / spin down) comes out at -5.60 / -5.61 eV. For the total energy, the calculation gives -4745.90515 hartree. The expectation value of S² is 0.755. As for the spin multiplicity: 2. As for the charge: -1. The energy relative to the best compared isomer or geometry (same formula, charge and spin) is 0.00 kcal per mole.

Cartesian coordinates (Å):
1 Ti -0.04206 -0.42257 -0.27349
2 S -1.48406 -2.09138 -1.22546
3 S 2.04105 -3.84118 1.77208
4 S -0.53643 3.02601 6.60666
5 S 1.36172 -0.82331 -2.20849
6 S -1.01151 -3.84469 2.91139
7 O 0.89336 2.95661 6.85945
8 O -1.32886 2.20051 7.50923
9 O -1.06660 4.36295 6.40591
10 O -2.37553 -4.02331 2.49561
11 O -0.09648 -4.96194 2.86150
12 N -1.56482 0.86901 -1.46700
13 N 1.01867 1.63787 -0.44221
14 N -0.41249 -2.57224 2.07163
15 N -0.80561 -1.15106 8.14860
16 N 1.33075 -1.46949 1.02292
17 N -1.47843 -0.01292 1.48711
18 C -1.87844 -1.52182 6.03470
19 C -2.93599 -1.11019 -1.06373
20 C 4.44421 1.67067 -2.93447
21 C -1.98371 1.88295 2.98430
22 C -0.18125 0.38579 3.53188
23 C 0.05474 2.67183 -0.91818
24 C -5.30728 -0.90690 -0.62141
25 C 2.68416 -1.59653 0.74943
26 C 1.39444 1.90973 0.96946
27 C -1.94935 -2.19894 4.83774
28 C -4.17274 -1.68848 -0.77723
29 C 4.16665 2.77113 -2.13123
30 C 2.20559 1.63976 -1.29856
31 C -1.39676 2.21488 -0.89651
32 C -0.03420 -2.92013 6.69704
33 C -4.01024 1.06633 -1.03810
34 C 2.45511 0.54174 -2.12214
35 C -2.87197 0.28729 -1.18841
36 C -0.88993 -1.85650 6.97312
37 C -1.04896 -3.21911 4.55229
38 C -1.37005 0.89759 -2.93391
39 C -1.21700 0.76339 2.68361
40 C 3.22758 -2.77364 1.07831
41 C -5.23188 0.47179 -0.75117
42 C 0.05584 1.11657 4.69350
43 C 3.04764 2.74734 -1.31846
44 C -0.75087 2.20714 5.01806
45 C 0.83585 -2.57589 1.63142
46 C 3.59948 0.57735 -2.93073
47 C -0.10632 -3.59362 5.49586
48 C -1.75372 2.59155 4.15238
49 H 0.71873 -3.20005 7.42460
50 H -1.77684 2.20446 0.12562
51 H -1.18766 -0.21047 8.10038
52 H 0.49524 1.98673 1.57879
53 H 3.19971 -0.77872 0.26747
54 H 2.82607 3.60413 -0.69345
55 H 5.32108 1.66743 -3.56979
56 H -2.36577 3.44501 4.41444
57 H 1.94956 2.84490 1.06360
58 H -2.80857 2.16120 2.33444
59 H 0.84668 0.82847 5.37476
60 H -6.25041 -1.37911 -0.37794
61 H 0.13624 3.56279 -0.28822
62 H -3.95398 2.14320 -1.13225
63 H 0.59284 -4.38712 5.26451
64 H -6.11224 1.08674 -0.61960
65 H -0.36864 1.24455 -3.17560
66 H -2.43961 0.09850 1.17519
67 H 2.00379 1.09353 1.35329
68 H 4.24563 -3.08762 0.92271
69 H -1.46894 -0.11501 -3.31676
70 H -4.22261 -2.76078 -0.64120
71 H -2.54669 -0.69281 6.23617
72 H 0.41814 -0.48156 3.29549
73 H 0.34322 2.96619 -1.92551
74 H 3.80610 -0.27612 -3.56359
75 H -1.97735 2.95535 -1.46074
76 H 4.81606 3.63636 -2.13501
77 H -2.12205 1.55206 -3.38911
78 H 0.10402 -1.15947 8.58132
79 H -1.38354 -1.01897 1.76239
80 H -2.68904 -1.91328 4.09944

These are the Mulliken partial charges, in e, on atoms 1 to 4:
1 Ti 0.43
2 S -0.44
3 S -0.17
4 S 1.28

---

- What is the charge in the first record?
  0

---

- Among the records above, which one has the highest energy relative to the best compared isomer or geometry (same formula, charge and spin)?
  C31H32N6O2SSr

---

- Which value of energy relative to the best compared isomer or geometry (same formula, charge and spin) does entry 2 give?
  0.00 kcal per mole

---

- Which of these has the highest charge?
  C31H32N6O2SSr